The following is a quantum chemistry calculation of C4H3IN2 in the gas phase at a distorted geometry, from OMol25.

Last column: natural (NBO) charge in e.
Element x y z (Å)
1 C -1.118 -1.946 0.444  -0.09
2 C -1.691 -0.887 0.145  -0.12
3 C -2.366 0.189 -0.239  0.30
4 C 0.207 1.415 -0.355  -0.88
5 N -2.881 1.443 0.269  -0.36
6 N -2.934 0.974 -1.065  -0.13
7 I -1.130 2.788 0.550  0.61
8 H -0.880 -2.917 0.784  0.24
9 H 0.423 1.892 -1.311  0.20
10 H 0.931 1.020 0.411  0.22

multiplicity = 1
max |F| = 6.8 eV Å⁻¹
energy relative to the best compared isomer or geometry (same formula, charge and spin) = 7.700 eV
gap between HOMO and LUMO = 7.2 eV
E_HOMO = -7.766 eV